1.
C6H15NO3 | ωB97M-V with the def2-TZVPD basis set

For the relative energy (zero: lowest compared OMol25 entry of this formula, charge and spin), the calculation gives 310.8 kJ/mol. The calculation puts the gap between HOMO and LUMO at 7.72 eV. Its net charge is 0. The largest force on an atom is 1.43 eV/Å. The value obtained for the energy is -14095.5471 eV. The molar mass is 149.19 g/mol.

Cartesian coordinates (Å):
C (-1.610, 1.241, 0.522)
C (-0.626, -0.926, -0.328)
C (-1.012, -0.680, -1.774)
N (-1.141, 2.103, -0.411)
O (-1.134, 1.228, 1.724)
O (-2.866, 0.832, 0.330)
H (-0.036, 1.265, 1.616)
H (-3.104, 0.235, 1.052)
H (-1.484, 1.948, -1.347)
H (-0.140, 2.252, -0.336)
H (0.060, -1.769, -0.287)
H (-1.458, -1.252, 0.301)
H (-0.299, -0.011, -2.274)
H (-1.025, -1.596, -2.377)
H (-2.008, -0.242, -1.875)
C (1.461, -1.040, 1.669)
C (2.181, -0.212, -0.669)
C (1.341, -0.012, 0.566)
O (1.165, 1.203, 0.939)
H (2.386, -0.834, 2.218)
H (1.502, -2.058, 1.289)
H (0.628, -0.943, 2.365)
H (2.142, -1.235, -1.038)
H (3.219, 0.034, -0.420)
H (1.860, 0.471, -1.455)

Atomic forces in eV per Å
C -0.3 1.2 0.8
C 1.1 -0.2 0.2
C 0.0 -0.1 -0.1
N -0.1 -0.8 0.2
O -0.1 -0.4 -0.8
O 0.7 0.0 -0.1
H 0.3 0.0 -0.4
H 0.0 0.0 0.1
H 0.0 0.0 0.0
H 0.1 0.0 0.1
H 0.0 -0.1 -0.1
H -0.1 0.2 0.1
H 0.0 0.0 0.0
H 0.0 0.1 0.0
H 0.0 0.1 0.0
C 0.0 0.0 -0.1
C -0.1 0.0 0.1
C -0.8 -0.4 -0.2
O -0.5 0.3 0.3
H 0.0 0.0 0.0
H 0.0 0.0 0.0
H 0.0 0.0 0.0
H 0.0 0.0 0.0
H 0.0 0.0 0.0
H 0.0 0.0 0.0

In the Löwdin picture, each atom carries the following charge in e: -0.56, -0.18, -0.19, 0.22, 0.09, 0.13, 0.09, 0.14, 0.11, 0.11, 0.03, 0.05, 0.05, 0.06, 0.05, -0.04, -0.04, -0.52, -0.11, 0.09, 0.08, 0.08, 0.08, 0.09, 0.08

***

2.
C6H15NOS | ωB97M-V with the def2-TZVPD basis set

As for the spin multiplicity: 3. For the relative energy (zero: lowest compared OMol25 entry of this formula, charge and spin), the calculation gives 226.7 kJ/mol. The calculation puts the gap between HOMO and LUMO (alpha / beta) at 6.99 / 7.57 eV. Its net charge is 0. The largest force on an atom is 4.49 eV/Å. The value obtained for the energy is -20829.6965 eV. The molar mass is 149.26 g/mol.

Cartesian coordinates (Å):
C (2.737, -0.366, 0.367)
C (-0.012, -1.716, -2.105)
C (-1.953, -0.318, -1.065)
C (-0.179, 2.192, 1.279)
C (0.120, -0.080, 2.211)
C (-0.570, -0.977, -0.881)
N (-0.065, 0.743, 1.030)
O (0.405, 1.418, -1.240)
S (0.600, 0.269, -0.390)
H (2.843, -1.388, -0.264)
H (3.224, 0.447, -0.231)
H (-0.322, -2.767, -2.242)
H (0.080, -1.078, -3.025)
H (1.128, -2.003, -1.869)
H (-2.105, 0.244, -1.884)
H (-2.158, 0.459, -0.362)
H (-2.887, -0.959, -1.025)
H (0.638, 2.738, 1.795)
H (-0.383, 2.860, 0.451)
H (-1.059, 2.493, 1.954)
H (0.325, -1.042, 1.898)
H (0.976, 0.274, 2.648)
H (-0.643, 0.138, 2.854)
H (-0.739, -1.580, 0.096)

Atomic forces in eV per Å
C 2.3 -2.1 -3.3
C 3.5 -0.9 0.7
C -1.2 -1.9 1.9
C -1.2 1.5 1.6
C 0.7 1.8 -2.4
C -2.7 -1.0 1.0
N -1.2 1.9 0.7
O 0.0 1.5 -1.6
S 0.1 -0.5 -0.1
H -0.4 1.9 2.3
H -0.3 -0.2 1.4
H -0.9 0.8 -0.3
H -0.6 -0.8 0.9
H -2.0 1.0 -0.3
H 0.2 1.5 -3.7
H 0.2 0.2 1.3
H 1.4 0.0 0.1
H 0.4 -1.0 -0.1
H 0.1 -0.8 -0.8
H 0.8 -1.3 -0.7
H -0.2 -2.3 -0.1
H 2.5 0.6 1.6
H -2.4 -0.3 1.7
H 0.8 0.3 -1.8

In the Löwdin picture, each atom carries the following charge in e: -0.06, -0.11, -0.11, -0.12, -0.08, -0.52, -0.42, -0.41, 0.81, 0.00, -0.03, 0.07, 0.10, 0.09, 0.03, 0.06, 0.11, 0.09, 0.07, 0.11, 0.06, 0.06, 0.07, 0.14

***

3.
C6H15NP | ωB97M-V with the def2-TZVPD basis set

For the relative energy (zero: lowest compared OMol25 entry of this formula, charge and spin), the calculation gives 364.5 kJ/mol. The calculation puts the gap between HOMO and LUMO (alpha / beta) at 8.96 / 6.30 eV. Its net charge is +1. The largest force on an atom is 5.13 eV/Å. The value obtained for the energy is -17232.9026 eV. The molar mass is 132.17 g/mol.

Cartesian coordinates (Å):
C (0.872, -0.798, -1.220)
C (1.280, -0.310, 0.172)
C (-0.213, -0.094, -2.018)
C (-0.412, 0.853, 1.657)
C (1.265, -0.666, 2.632)
C (-3.035, 0.517, -2.149)
N (0.448, -0.441, 1.377)
P (-1.863, -0.386, -1.124)
H (1.759, -0.796, -1.931)
H (0.606, -1.949, -1.206)
H (2.187, -0.853, 0.551)
H (1.639, 0.790, -0.058)
H (-0.140, 0.901, -2.036)
H (-0.347, -0.527, -2.944)
H (-0.920, 0.669, 2.578)
H (0.291, 1.656, 1.675)
H (1.925, 0.170, 2.629)
H (0.557, -0.670, 3.460)
H (1.681, -1.645, 2.619)
H (-2.774, 0.902, -3.143)
H (-3.388, 1.340, -1.483)
H (-3.870, -0.079, -2.185)
H (-0.279, -1.137, 1.385)

Atomic forces in eV per Å
C 0.2 -3.2 -1.2
C 3.0 1.1 -1.3
C -1.8 -3.0 3.7
C 1.5 -2.1 -0.7
C -1.6 0.2 -0.6
C 1.1 2.1 0.8
N -2.2 2.5 1.3
P 1.2 0.0 0.2
H -0.4 0.2 1.5
H 0.4 2.1 0.2
H -0.4 0.4 -1.3
H -1.0 -1.8 1.4
H 0.7 4.0 -0.5
H 0.1 -0.7 -2.2
H -0.9 0.1 0.2
H 0.0 0.8 -0.4
H 0.9 0.2 0.6
H 0.2 0.4 0.1
H 0.9 -0.6 -0.3
H 0.2 -0.2 0.4
H 0.3 -0.1 -0.6
H -2.1 -1.6 -0.5
H -0.1 -0.8 -0.9

In the Löwdin picture, each atom carries the following charge in e: -0.28, -0.19, -0.41, 0.12, 0.02, -0.37, -0.21, 0.97, 0.14, 0.14, 0.13, 0.18, 0.03, 0.06, 0.06, 0.06, 0.10, 0.11, 0.10, 0.06, 0.05, -0.01, 0.14

***

4.
C6H15NS | ωB97M-V with the def2-TZVPD basis set

For the relative energy (zero: lowest compared OMol25 entry of this formula, charge and spin), the calculation gives 761.3 kJ/mol. The calculation puts the gap between HOMO and LUMO at 3.85 eV. Its net charge is 0. The largest force on an atom is 4.27 eV/Å. The value obtained for the energy is -18782.6997 eV. The molar mass is 133.26 g/mol.

Cartesian coordinates (Å):
C (0.371, -1.934, 1.003)
C (-0.826, -2.287, 0.146)
C (-1.426, -1.012, -0.593)
S (-2.020, 0.165, 0.830)
C (1.685, -1.453, 0.385)
N (1.576, -0.885, -0.976)
C (1.662, 0.574, -0.778)
C (0.591, 1.536, -0.169)
H (-0.022, -1.122, 1.747)
H (0.766, -2.800, 1.611)
H (-1.584, -2.854, 0.688)
H (-0.421, -2.912, -0.677)
H (-0.682, -0.485, -1.157)
H (-2.280, -1.256, -1.243)
H (-3.486, 6.033, -0.240)
H (2.143, -0.669, 1.157)
H (2.436, -2.336, 0.459)
H (-3.961, 6.512, 0.022)
H (1.756, 1.062, -1.771)
H (2.617, 0.950, -0.281)
H (-0.361, 1.475, -0.846)
H (1.084, 2.546, -0.237)
H (0.382, 1.154, 0.917)

Atomic forces in eV per Å
C -1.0 -0.2 2.4
C 0.7 0.5 -2.5
C -0.7 -0.4 2.6
S 0.3 -1.0 -1.3
C 2.9 1.5 0.2
N -0.3 2.1 3.7
C 2.0 0.3 -2.4
C -1.5 -1.0 0.5
H 0.7 -0.9 -1.2
H -1.2 0.6 -0.4
H 0.1 0.3 0.0
H -0.5 -0.2 0.3
H 0.1 0.0 -0.2
H 0.2 -0.1 0.5
H 0.4 -0.5 -0.2
H -0.8 -1.4 -1.6
H -1.3 1.2 -0.8
H -0.4 0.5 0.2
H 0.0 -0.7 0.0
H -0.8 -1.2 0.1
H 1.8 0.4 1.6
H -0.8 -0.9 0.4
H 0.1 1.0 -1.9

In the Löwdin picture, each atom carries the following charge in e: -0.25, -0.29, -0.49, 0.48, -0.28, 0.10, -0.34, -0.14, 0.09, 0.12, 0.10, 0.11, 0.00, 0.06, 0.00, 0.14, 0.14, 0.00, 0.10, 0.13, 0.07, 0.09, 0.05

***

5.
C6H15NSi | ωB97M-V with the def2-TZVPD basis set

For the relative energy (zero: lowest compared OMol25 entry of this formula, charge and spin), the calculation gives 60.4 kJ/mol. The calculation puts the gap between HOMO and LUMO at 9.65 eV. Its net charge is 0. The largest force on an atom is 3.97 eV/Å. The value obtained for the energy is -15832.1671 eV. The molar mass is 129.28 g/mol. Its SMILES is C[Si](C)(C)NC1CC1.

Cartesian coordinates (Å):
C (-2.136, -0.051, 1.552)
Si (-0.999, -0.061, 0.142)
C (-1.346, -1.650, -1.062)
C (-1.295, 1.401, -1.035)
N (0.573, -0.089, 0.852)
C (1.779, 0.490, 0.101)
C (3.162, 0.165, 0.569)
C (2.715, -0.308, -0.777)
H (-1.933, -0.796, 2.346)
H (-2.235, 0.882, 2.148)
H (-3.190, -0.189, 1.065)
H (-0.979, -2.598, -0.626)
H (-2.338, -1.839, -1.460)
H (-0.584, -1.495, -1.868)
H (-0.630, 1.415, -1.805)
H (-2.325, 1.209, -1.462)
H (-1.237, 2.376, -0.455)
H (0.931, -1.035, 1.110)
H (1.764, 1.483, -0.350)
H (3.257, -0.522, 1.351)
H (3.815, 0.982, 0.525)
H (2.970, 0.061, -1.845)
H (2.836, -1.358, -0.809)

Atomic forces in eV per Å
C -2.8 0.3 0.7
Si -0.4 -1.1 -2.0
C 2.0 0.7 0.9
C -2.4 0.2 3.1
N 3.2 0.1 -1.3
C -0.8 -1.3 0.2
C -0.6 1.9 -1.4
C 0.2 -0.1 -2.1
H -0.3 -0.1 -0.8
H 0.3 -0.2 -0.7
H 1.6 -0.1 1.2
H -0.3 0.3 0.2
H -0.1 0.3 -0.1
H -0.9 0.0 0.2
H 1.9 0.1 -2.2
H 1.0 0.5 0.5
H -0.3 -1.0 -0.9
H -0.8 0.9 0.0
H -1.0 -0.1 0.6
H 0.3 -1.1 0.8
H 1.1 1.0 0.7
H 0.1 0.1 2.3
H -1.1 -1.2 0.0

In the Löwdin picture, each atom carries the following charge in e: -0.22, 0.41, -0.18, -0.18, -0.08, -0.33, -0.13, -0.15, 0.03, 0.03, 0.07, 0.01, 0.00, 0.02, -0.03, 0.05, 0.05, 0.09, 0.13, 0.09, 0.08, 0.13, 0.07

***

> The highest energy belongs to which entry?

C6H15NO3

***

> Number 3 is which compound?

C6H15NP

***

Copy entry 5 word for word.
C6H15NSi | ωB97M-V with the def2-TZVPD basis set

For the relative energy (zero: lowest compared OMol25 entry of this formula, charge and spin), the calculation gives 60.4 kJ/mol. The calculation puts the gap between HOMO and LUMO at 9.65 eV. Its net charge is 0. The largest force on an atom is 3.97 eV/Å. The value obtained for the energy is -15832.1671 eV. The molar mass is 129.28 g/mol. Its SMILES is C[Si](C)(C)NC1CC1.

Cartesian coordinates (Å):
C (-2.136, -0.051, 1.552)
Si (-0.999, -0.061, 0.142)
C (-1.346, -1.650, -1.062)
C (-1.295, 1.401, -1.035)
N (0.573, -0.089, 0.852)
C (1.779, 0.490, 0.101)
C (3.162, 0.165, 0.569)
C (2.715, -0.308, -0.777)
H (-1.933, -0.796, 2.346)
H (-2.235, 0.882, 2.148)
H (-3.190, -0.189, 1.065)
H (-0.979, -2.598, -0.626)
H (-2.338, -1.839, -1.460)
H (-0.584, -1.495, -1.868)
H (-0.630, 1.415, -1.805)
H (-2.325, 1.209, -1.462)
H (-1.237, 2.376, -0.455)
H (0.931, -1.035, 1.110)
H (1.764, 1.483, -0.350)
H (3.257, -0.522, 1.351)
H (3.815, 0.982, 0.525)
H (2.970, 0.061, -1.845)
H (2.836, -1.358, -0.809)

Atomic forces in eV per Å
C -2.8 0.3 0.7
Si -0.4 -1.1 -2.0
C 2.0 0.7 0.9
C -2.4 0.2 3.1
N 3.2 0.1 -1.3
C -0.8 -1.3 0.2
C -0.6 1.9 -1.4
C 0.2 -0.1 -2.1
H -0.3 -0.1 -0.8
H 0.3 -0.2 -0.7
H 1.6 -0.1 1.2
H -0.3 0.3 0.2
H -0.1 0.3 -0.1
H -0.9 0.0 0.2
H 1.9 0.1 -2.2
H 1.0 0.5 0.5
H -0.3 -1.0 -0.9
H -0.8 0.9 0.0
H -1.0 -0.1 0.6
H 0.3 -1.1 0.8
H 1.1 1.0 0.7
H 0.1 0.1 2.3
H -1.1 -1.2 0.0

In the Löwdin picture, each atom carries the following charge in e: -0.22, 0.41, -0.18, -0.18, -0.08, -0.33, -0.13, -0.15, 0.03, 0.03, 0.07, 0.01, 0.00, 0.02, -0.03, 0.05, 0.05, 0.09, 0.13, 0.09, 0.08, 0.13, 0.07

***

> Which value of net charge does entry 4 give?

0